C2H8S4 | ωB97M-V/def2-TZVPD

CARTESIAN COORDINATES (ANGSTROEM)
C (-1.6294, 1.6291, -0.1325)
S (-1.5039, 0.4942, -1.5459)
S (-2.2352, -1.3698, -0.8882)
H (-1.2270, 1.2275, 0.7968)
H (-2.6609, 1.9317, 0.0229)
H (-1.0074, 2.4921, -0.3764)
H (-1.2045, -1.7256, -0.0948)
C (1.3696, -1.0060, 1.1841)
S (2.9430, -0.6060, 0.3073)
S (2.2996, 0.5132, -1.2536)
H (1.2137, -2.0701, 1.3333)
H (0.5830, -0.6042, 0.5473)
H (1.3637, -0.4543, 2.1224)
H (1.6957, -0.4519, -2.0229)

Atomic forces in eV per Å
C 0.246 -0.057 0.152
S 0.102 -0.670 0.772
S 0.355 0.938 -0.344
H -0.090 -0.304 -0.134
H -0.076 -0.016 -0.100
H -0.174 0.019 -0.242
H -0.096 0.152 0.012
C -0.083 0.255 -0.602
S -0.544 0.221 0.302
S -0.181 -0.682 -0.489
H 0.292 -0.070 0.016
H -0.056 -0.077 0.101
H 0.184 -0.120 0.056
H 0.121 0.411 0.499

Properties
maximum force	1.06	eV Å⁻¹
charge	+1
⟨S²⟩	0.756
LUMO level (alpha / beta)	-3.86 / -8.73	eV
spin multiplicity	2
HOMO-LUMO gap (alpha / beta)	9.8882 / 3.8153	eV
HOMO energy (alpha / beta)	-0.505 / -0.461	hartree
ΔE to the lowest compared entry with this formula, charge and spin	60.9	kJ/mol

Charges per atom according to Mulliken partitioning, unit e: number 1, C, carries -0.669; number 2, S, carries 0.057; number 3, S, carries -0.056; number 4, H, carries 0.276; number 5, H, carries 0.347; number 6, H, carries 0.303; number 7, H, carries 0.196; number 8, C, carries -0.113; number 9, S, carries 0.128; number 10, S, carries -0.010; number 11, H, carries 0.357; number 12, H, carries -0.430; number 13, H, carries 0.345; number 14, H, carries 0.270

***

H32O16 | ωB97M-V/def2-TZVPD

CARTESIAN COORDINATES (ANGSTROEM)
O (-1.1641, 1.7808, -2.4006)
H (-1.6601, 1.7378, -3.2136)
H (-0.6361, 0.9848, -2.5116)
O (-3.3811, 1.6148, -0.6266)
H (-3.1451, 0.9818, -0.0076)
H (-2.6921, 1.5288, -1.2466)
O (1.6119, 3.2538, 0.6974)
H (1.9599, 2.8558, -0.1066)
H (0.7069, 3.3828, 0.5714)
O (-1.0931, 3.4068, -0.0646)
H (-1.4511, 4.2327, -0.4006)
H (-0.8791, 2.8658, -0.8276)
O (-2.9411, -1.3582, -2.3946)
H (-2.8201, -1.2912, -1.4366)
H (-2.5291, -2.2212, -2.6026)
O (-0.2971, -0.8452, -2.8766)
H (-0.2771, -1.5702, -3.5316)
H (-1.1771, -0.8852, -2.5706)
O (2.2709, -0.4362, -1.8446)
H (2.1659, -0.5452, -2.7976)
H (1.3869, -0.3692, -1.5476)
O (2.5509, -3.1653, 0.0194)
H (1.7019, -2.7042, -0.0156)
H (2.3719, -4.0412, -0.3596)
O (-2.2221, -0.6342, 0.4834)
H (-3.0061, -1.2182, 0.5284)
H (-1.8751, -0.5572, 1.3774)
O (2.3039, -0.5023, 1.2214)
H (1.8179, -1.2482, 1.6504)
H (2.9399, -0.9032, 0.6714)
O (3.7049, 1.6918, 1.7354)
H (3.2929, 0.8298, 1.5334)
H (3.0519, 2.3558, 1.4594)
O (-0.1011, -2.5942, -0.5796)
H (-1.0001, -2.8352, -0.5616)
H (-0.1121, -1.9183, -1.2286)
O (-1.0131, -0.6462, 2.8384)
H (-1.3341, -0.2903, 3.6554)
H (-0.5781, 0.1148, 2.4874)
O (0.9279, -2.4213, 2.2724)
H (0.1379, -1.8622, 2.4464)
H (1.0409, -2.9542, 3.0604)
O (0.3079, 0.4118, -0.1446)
H (-0.5421, -0.0592, 0.0544)
H (1.0499, 0.0768, 0.3594)
O (0.3419, 1.7848, 2.5644)
H (0.8369, 2.1948, 1.8184)
H (-0.5561, 1.9917, 2.3914)

Atomic forces in eV per Å
O 0.059 -0.200 -0.143
H -0.566 0.525 -0.508
H 0.723 -0.094 0.423
O -2.381 1.739 -0.684
H 0.531 -1.724 2.059
H 1.440 0.203 -1.440
O 2.776 -0.189 0.377
H -0.165 -0.059 -0.162
H -2.834 0.739 -0.900
O 0.413 0.368 0.730
H -0.051 -0.074 -0.064
H -0.195 -0.234 -0.452
O 0.603 -0.855 0.118
H -0.184 0.323 -0.079
H -0.680 0.361 -0.005
O 1.843 -0.850 -1.248
H 0.322 0.611 0.225
H -2.292 0.260 0.511
O 1.757 -0.233 -1.030
H 0.288 0.017 0.208
H -1.566 0.437 0.740
O 0.287 -0.456 -0.194
H 0.040 -0.419 -0.010
H 0.055 0.556 0.197
O -1.305 -0.736 -1.047
H 0.600 0.492 0.403
H -0.091 -0.430 0.903
O -1.290 0.338 0.933
H 0.632 0.050 0.234
H 1.301 -1.016 -1.358
O 0.083 0.188 -0.258
H 0.055 0.666 0.424
H 0.392 -0.380 0.414
O 0.978 -0.682 0.573
H -1.646 -0.834 0.598
H 0.636 1.365 -1.203
O -0.967 -0.938 -0.110
H -0.422 -0.064 1.047
H 1.787 1.551 -0.591
O -0.903 0.087 0.084
H 0.418 -0.543 0.191
H 0.234 -0.063 0.128
O -2.622 0.423 -1.127
H 1.570 0.512 -0.226
H 0.754 -0.550 0.904
O 0.849 -0.670 0.307
H 0.072 -0.421 0.484
H -1.336 0.904 -0.375

Properties
maximum force	3.06	eV Å⁻¹
LUMO level	-0.64	eV
spin multiplicity	1
HOMO-LUMO gap	8.9382	eV
HOMO energy	-0.352	hartree
ΔE to the lowest compared entry with this formula, charge and spin	472.7	kJ/mol

Charges per atom according to Mulliken partitioning, unit e: number 1, O, carries -0.736; number 2, H, carries 0.297; number 3, H, carries 0.335; number 4, O, carries -0.672; number 5, H, carries 0.435; number 6, H, carries 0.330; number 7, O, carries -0.849; number 8, H, carries 0.368; number 9, H, carries 0.331; number 10, O, carries -0.608; number 11, H, carries 0.281; number 12, H, carries 0.346; number 13, O, carries -0.684; number 14, H, carries 0.318; number 15, H, carries 0.359; number 16, O, carries -0.658; number 17, H, carries 0.292; number 18, H, carries 0.221; number 19, O, carries -0.617; number 20, H, carries 0.289; number 21, H, carries 0.253; number 22, O, carries -0.647; number 23, H, carries 0.336; number 24, H, carries 0.269; number 25, O, carries -0.718; number 26, H, carries 0.314; number 27, H, carries 0.261; number 28, O, carries -0.814; number 29, H, carries 0.310; number 30, H, carries 0.345; number 31, O, carries -0.740; number 32, H, carries 0.458; number 33, H, carries 0.403; number 34, O, carries -0.615; number 35, H, carries 0.261; number 36, H, carries 0.338; number 37, O, carries -0.707; number 38, H, carries 0.317; number 39, H, carries 0.297; number 40, O, carries -0.561; number 41, H, carries 0.414; number 42, H, carries 0.229; number 43, O, carries 0.475; number 44, H, carries 0.085; number 45, H, carries 0.145; number 46, O, carries -0.799; number 47, H, carries 0.346; number 48, H, carries 0.366